No. 1
The following is a quantum chemistry calculation of a molecular structure, C23H28O5 at a distorted geometry, from OMol25.

Each line ends with the natural charge from an NBO analysis.
Atoms and positions in Å:
C -1.330 5.328 0.424  -0.63
C -1.875 3.929 0.544  -0.07
O -1.221 3.311 1.670  -0.52
C -1.820 2.137 1.992  0.77
C -1.133 1.535 3.180  -0.20
C 0.330 1.835 3.195  -0.65
C -1.451 0.089 3.413  0.79
O -0.802 -0.584 4.236  -0.65
O -2.428 -0.450 2.656  -0.48
C -2.783 -1.808 3.008  -0.07
C -3.835 -2.248 2.022  -0.63
O -2.689 1.644 1.290  -0.58
H -1.903 5.874 -0.325  0.21
H -1.405 5.865 1.376  0.21
H -0.280 5.327 0.104  0.21
H -2.961 3.968 0.724  0.19
H -1.681 3.316 -0.348  0.19
H 0.838 1.042 3.756  0.24
H 0.842 1.928 2.220  0.24
H 0.470 2.785 3.745  0.24
H -1.901 -2.456 2.941  0.19
H -3.178 -1.833 4.034  0.18
H -4.287 -3.189 2.339  0.21
H -4.632 -1.508 1.905  0.22
H -3.378 -2.425 1.044  0.21
C -0.726 8.654 4.372  -0.26
O 0.111 7.583 4.847  -0.49
C -0.441 6.348 4.958  0.32
C 0.360 5.363 5.563  -0.27
C -0.090 4.068 5.661  -0.16
C -1.342 3.671 5.085  -0.12
C -1.741 2.277 4.989  -0.15
C -3.049 1.865 5.440  -0.01
C -3.300 0.488 5.713  -0.21
C -4.593 0.019 5.913  -0.22
C -5.687 0.897 5.932  0.00
C -7.080 0.347 6.042  -0.63
C -5.415 2.271 5.942  -0.22
C -4.120 2.740 5.787  -0.21
C -2.172 4.708 4.592  -0.18
C -1.741 6.021 4.513  -0.28
H -0.060 9.522 4.374  0.21
H -1.090 8.453 3.351  0.18
H -1.582 8.825 5.044  0.18
H 1.353 5.668 5.890  0.23
H 0.559 3.305 6.094  0.22
H -0.942 1.543 5.101  0.26
H -2.475 -0.221 5.690  0.24
H -4.783 -1.049 6.005  0.21
H -7.826 1.087 5.751  0.22
H -7.205 -0.540 5.418  0.22
H -7.294 0.044 7.070  0.22
H -6.259 2.959 6.047  0.21
H -3.964 3.818 5.841  0.22
H -3.127 4.434 4.130  0.22
H -2.385 6.783 4.067  0.22

The calculation puts the frontier orbital gap at 7.904 eV. Its charge is 0. The relative energy (zero: lowest compared OMol25 entry of this formula, charge and spin) comes out at 0.0 kJ/mol.


No. 2
The following is a quantum chemistry calculation of a molecular structure, C23H29As2BCoF5O5, from OMol25.

Each line ends with the natural charge from an NBO analysis.
Atoms and positions in Å:
Co 0.770 -1.374 0.777  0.77
C 4.021 -0.419 0.442  -0.97
As 2.268 0.401 0.589  1.18
C 2.647 1.557 2.096  -0.94
C 2.276 1.678 -0.898  -0.35
C 3.356 1.676 -1.785  -0.21
C 3.460 2.635 -2.781  -0.20
C 2.486 3.612 -2.898  -0.22
C 1.404 3.600 -2.034  -0.15
C 1.275 2.635 -1.040  -0.32
As -0.339 2.582 0.082  0.93
C -0.452 4.501 0.501  -0.96
C -1.603 2.601 -1.409  -0.94
H 4.795 0.344 0.418  0.23
H 4.071 -1.045 -0.446  0.25
H 4.151 -1.042 1.322  0.26
H 3.527 2.150 1.852  0.23
H 2.838 0.936 2.970  0.24
H 1.790 2.193 2.297  0.25
H 4.126 0.931 -1.715  0.21
H 4.303 2.616 -3.459  0.22
H 2.559 4.372 -3.667  0.22
H 0.633 4.350 -2.153  0.20
H 0.431 4.813 1.058  0.23
H -1.328 4.653 1.131  0.23
H -0.556 5.120 -0.389  0.21
H -1.315 3.358 -2.137  0.21
H -2.600 2.818 -1.031  0.23
H -1.608 1.619 -1.873  0.24
F -5.115 -3.819 0.439  -0.29
C -4.050 -3.024 0.310  0.23
C -4.195 -1.719 -0.131  0.29
F -5.412 -1.259 -0.420  -0.29
C -3.101 -0.881 -0.267  0.25
F -3.314 0.370 -0.670  -0.30
C -1.798 -1.310 0.029  0.27
O -0.729 -0.549 -0.054  -0.73
C -1.714 -2.632 0.459  0.23
F -0.458 -3.062 0.766  -0.29
C -2.779 -3.489 0.614  0.30
F -2.597 -4.733 1.048  -0.28
C -0.228 -1.329 5.434  -0.63
C -1.192 -0.954 4.319  0.24
C -2.594 -1.444 4.624  -0.63
O -0.725 -1.620 3.118  -0.81
B 0.033 -0.713 2.421  1.06
O 0.000 0.536 2.968  -0.82
C -1.102 0.542 3.914  0.25
C -2.328 1.024 3.148  -0.62
C -0.763 1.491 5.044  -0.63
H -0.198 -2.415 5.520  0.23
H -0.547 -0.911 6.390  0.21
H 0.781 -0.978 5.214  0.22
H -2.560 -2.503 4.881  0.22
H -3.253 -1.323 3.767  0.22
H -3.014 -0.899 5.472  0.21
H -2.577 0.339 2.333  0.22
H -2.106 1.997 2.711  0.22
H -3.194 1.121 3.805  0.21
H 0.195 1.246 5.500  0.22
H -1.537 1.460 5.813  0.21
H -0.709 2.509 4.656  0.22
O 2.132 -2.510 1.563  -0.70
C 2.402 -3.127 0.473  0.62
O 1.913 -2.765 -0.618  -0.71
H 3.080 -3.990 0.536  0.12

The calculation puts the frontier orbital gap (alpha / beta) at 8.340 / 8.338 eV. Its charge is 0. The relative energy (zero: lowest compared OMol25 entry of this formula, charge and spin) comes out at 15.1 kJ/mol.


No. 3
The following is a quantum chemistry calculation of a molecular structure, C23H29BCl2HgN6O2, from OMol25.

Each line ends with the Mulliken spin population.
Atoms and positions in Å:
Hg 1.324 -0.031 -0.400  -0.03
C -2.164 -1.712 -3.187  0.00
C -1.736 -1.201 -1.952  0.00
N -0.417 -1.258 -1.853  0.00
N 0.035 -1.793 -2.998  0.00
C -0.991 -2.076 -3.820  0.00
B 1.533 -2.053 -3.254  0.00
N 2.329 -0.745 -3.485  0.00
C 3.329 -0.581 -4.369  0.00
C 3.978 0.602 -4.085  0.00
C 3.298 1.103 -2.969  0.00
N 2.310 0.293 -2.621  0.00
N 2.151 -2.789 -2.047  0.00
C 2.760 -3.987 -2.030  0.00
C 3.286 -4.193 -0.772  0.00
C 2.951 -3.030 -0.066  0.00
N 2.274 -2.199 -0.840  0.01
H -3.170 -1.805 -3.556  0.00
H -2.316 -0.803 -1.131  0.00
H -0.813 -2.523 -4.784  0.00
H 1.630 -2.741 -4.239  0.00
H 3.504 -1.320 -5.133  0.00
H 4.819 1.034 -4.599  0.00
H 3.480 1.998 -2.395  0.00
H 2.778 -4.601 -2.916  0.00
H 3.834 -5.049 -0.419  0.00
H 3.175 -2.746 0.950  0.00
C -1.449 1.905 -1.504  0.00
C -1.439 1.559 -0.016  0.03
C -2.660 1.800 0.763  0.00
C -3.766 2.601 0.097  0.00
C -2.929 1.218 1.964  0.00
C -4.294 1.480 2.587  0.00
C -2.085 0.365 2.832  0.01
C -2.821 -0.676 3.665  0.00
C -0.811 0.591 3.182  -0.04
C -0.218 0.218 4.497  0.03
C -0.238 1.175 0.438  0.00
C 1.472 2.763 1.446  0.00
H -1.530 2.993 -1.583  0.00
H -2.254 1.459 -2.087  0.00
H -0.507 1.618 -1.965  0.00
H -4.722 2.077 0.137  0.00
H -3.553 2.802 -0.946  0.00
H -3.908 3.570 0.586  0.00
H -4.266 1.383 3.671  0.00
H -5.057 0.787 2.217  0.00
H -4.641 2.487 2.368  0.00
H -3.153 -0.297 4.637  0.00
H -2.164 -1.525 3.852  0.00
H -3.698 -1.049 3.136  0.00
H -0.159 -0.861 4.644  0.00
H -0.802 0.653 5.312  0.00
H 0.814 0.585 4.576  0.00
H 1.991 3.289 2.234  0.00
H 1.635 2.826 0.390  0.00
H -0.649 2.607 2.256  -0.01
Cl 1.257 -1.413 2.594  0.07
C 1.692 0.248 2.221  0.80
Cl 0.353 1.682 2.153  0.02
C 3.172 0.401 1.852  0.03
O 3.961 0.583 2.773  0.03
O 3.415 0.227 0.621  0.05
H 0.841 2.070 3.373  0.02

The calculation puts the frontier orbital gap (alpha / beta) at 5.995 / 5.997 eV. Its charge is -1. The relative energy (zero: lowest compared OMol25 entry of this formula, charge and spin) comes out at 1736.1 kJ/mol. Its spin multiplicity is 2.


No. 4
The following is a quantum chemistry calculation of a molecular structure, C23H29BiF5NO2P2 at a distorted geometry, from OMol25.

Each line ends with the natural charge from an NBO analysis.
Atoms and positions in Å:
C -0.932 3.179 -3.012  -0.24
C -0.933 2.185 -2.014  0.27
N 0.183 1.892 -1.345  -0.50
C 1.338 2.532 -1.619  0.24
C 1.389 3.530 -2.583  -0.25
C 0.251 3.863 -3.312  -0.14
C -2.147 1.301 -1.859  -0.80
P -2.375 0.402 -0.275  0.91
Bi 0.002 0.346 0.944  1.22
P 2.516 0.545 0.016  0.93
C 2.591 2.165 -0.847  -0.75
C -0.272 -1.661 2.046  -0.42
C -0.828 -1.641 3.320  -0.19
C -0.813 -2.812 4.097  -0.23
C -0.248 -3.986 3.578  -0.22
C 0.266 -4.001 2.273  -0.20
C 0.237 -2.832 1.492  -0.25
O -1.650 -0.791 -3.906  -1.00
O 0.934 -1.399 -3.156  -1.16
H -1.865 3.360 -3.539  0.22
H 2.367 4.004 -2.768  0.22
H 0.270 4.638 -4.055  0.22
C -3.604 1.327 0.670  -0.95
C -3.094 -1.196 -0.754  -0.95
H 3.442 2.111 -1.542  0.25
H 2.814 2.936 -0.089  0.25
H -2.037 0.494 -2.569  0.33
H -3.051 1.845 -2.128  0.24
C 3.797 0.587 1.288  -0.95
C 2.937 -0.660 -1.257  -1.00
H -1.268 -0.728 3.740  0.19
H -1.238 -2.800 5.104  0.21
H -0.214 -4.895 4.195  0.22
H 0.689 -4.917 1.863  0.22
H 0.620 -2.857 0.467  0.23
H 0.486 -2.582 -3.083  0.21
H 1.347 -1.425 -4.037  0.45
H -0.707 -0.891 -3.602  0.52
H -1.582 -0.399 -4.788  0.47
H 0.215 -3.470 -2.889  -0.38
H -4.540 1.405 0.097  0.23
H -3.769 0.769 1.610  0.25
H -3.208 2.326 0.901  0.25
H -4.190 -1.108 -0.806  0.23
H -2.708 -1.527 -1.729  0.29
H -2.827 -1.939 0.011  0.26
H 3.848 -0.336 -1.773  0.22
H 3.095 -1.643 -0.788  0.25
H 2.109 -0.774 -2.009  0.35
H 4.779 0.783 0.830  0.23
H 3.570 1.369 2.025  0.24
H 3.816 -0.386 1.809  0.26
F 1.441 0.798 3.875  -0.33
C 0.791 1.972 3.592  0.37
C 0.101 2.118 2.402  -0.53
C -0.466 3.358 2.136  0.38
F -1.113 3.590 0.960  -0.33
C -0.375 4.420 3.036  0.25
F -0.933 5.609 2.747  -0.29
C 0.305 4.238 4.241  0.29
F 0.400 5.251 5.126  -0.28
C 0.894 3.002 4.524  0.25
F 1.564 2.820 5.684  -0.29

The calculation puts the frontier orbital gap at 6.255 eV. Its charge is 0.


- What is the charge in the third record?
  -1